Entry from the OMol25 dataset: a 7-piece molecular cluster, C45H73N9O3PS2 overall in a non-equilibrium geometry (ωB97M-V/def2-TZVPD).

Geometry (Å):
C (-2.0341, -1.9407, 2.5336)
C (-2.8602, -2.5751, 1.2453)
C (-4.4609, -2.2400, 1.3615)
C (-4.9358, -0.8675, 0.5858)
N (-4.3705, -0.7422, -0.8358)
C (-4.9442, 0.5160, -1.4960)
C (-4.0147, 0.9745, -2.7949)
C (-2.5926, 1.5711, -2.1482)
C (-1.7139, 2.3437, -3.2966)
C (-0.0730, 2.3625, -2.9741)
P (0.5003, 0.5520, -2.9732)
N (0.4682, -0.2031, -1.5457)
O (2.0888, 0.4725, -3.6866)
O (-0.6409, -0.3308, -4.0103)
C (0.1051, 3.1863, -1.5774)
C (1.6114, 3.7357, -1.2568)
C (2.2684, 2.6561, -0.1613)
C (1.4158, 5.1569, -0.3958)
N (2.5099, 3.9351, -2.4471)
O (3.4303, 2.9700, -2.5976)
C (1.7812, 4.2798, -3.7188)
C (2.9345, 4.2225, -4.9301)
C (1.2762, 5.8746, -3.7147)
C (0.6099, 3.2341, -4.1787)
C (-4.6582, -1.9844, -1.6508)
S (-6.1975, -2.7343, -1.7949)
S (-3.2161, -2.7448, -2.6112)
C (-3.2590, -4.6149, -2.4960)
C (-1.8945, -5.2241, -1.7564)
C (-0.9371, -6.0495, -2.8403)
H (-1.0314, -1.3826, 2.2057)
H (-2.6805, -1.1142, 3.0977)
H (-1.7572, -2.8343, 3.2384)
H (-2.7524, -3.7462, 1.1487)
H (-2.3585, -2.1110, 0.2773)
H (-5.1300, -3.1215, 0.9196)
H (-4.7557, -2.1742, 2.5127)
H (-6.1197, -0.8203, 0.5040)
H (-4.5826, 0.0411, 1.2707)
H (-4.8040, 1.3797, -0.6854)
H (-6.0815, 0.3804, -1.7635)
H (-3.7801, 0.0106, -3.4394)
H (-4.5577, 1.7486, -3.4869)
H (-2.8676, 2.3190, -1.2822)
H (-2.0680, 0.6493, -1.6532)
H (-1.9235, 1.9135, -4.3782)
H (-2.0605, 3.4712, -3.3155)
H (0.1541, 0.5010, -0.8439)
H (2.0188, 0.5271, -4.6998)
H (-0.4968, -1.3187, -3.8015)
H (-0.5901, 4.1533, -1.6645)
H (-0.3071, 2.6171, -0.6122)
H (2.3678, 1.5706, -0.6031)
H (1.5439, 2.6955, 0.7717)
H (3.3283, 3.0625, 0.1786)
H (1.0334, 4.9340, 0.6986)
H (0.6138, 5.8339, -0.9519)
H (2.4332, 5.7434, -0.4267)
H (3.9876, 4.5898, -4.5749)
H (2.6066, 4.7986, -5.8941)
H (3.0739, 3.0767, -5.2352)
H (2.1842, 6.4757, -3.2359)
H (1.2375, 6.1935, -4.8473)
H (0.2705, 6.0209, -3.1350)
H (0.9701, 2.5210, -5.0656)
H (-0.2617, 3.8910, -4.6611)
H (-3.3322, -5.1679, -3.5277)
H (-4.1929, -4.8871, -1.8094)
H (-2.2171, -6.0219, -0.9454)
H (-1.3296, -4.3528, -1.2105)
H (-1.6684, -6.7831, -3.4281)
H (-0.1790, -6.7413, -2.2490)
H (-0.3600, -5.3182, -3.5676)
N (5.8494, 1.2780, -1.5531)
C (6.2048, 0.1401, -2.2296)
C (7.3403, -0.3687, -1.6397)
C (7.6782, 0.4893, -0.5659)
C (6.7393, 1.4959, -0.5336)
H (5.0545, 1.8645, -1.7714)
H (5.6217, -0.2082, -3.0715)
H (7.8674, -1.2620, -1.9485)
H (8.5160, 0.3838, 0.1112)
H (6.6292, 2.3470, 0.1250)
N (6.1743, 2.5157, -6.6905)
C (7.0225, 2.8056, -7.7274)
C (8.1806, 3.3282, -7.1966)
C (8.0278, 3.3487, -5.7896)
C (6.7810, 2.8387, -5.5047)
H (5.2464, 2.1238, -6.7855)
H (6.7295, 2.6172, -8.7516)
H (9.0429, 3.6578, -7.7616)
H (8.7499, 3.6973, -5.0626)
H (6.2744, 2.6797, -4.5621)
N (-1.9245, -5.4765, 6.9061)
C (-2.3674, -5.7553, 5.6393)
C (-3.1737, -4.7160, 5.2320)
C (-3.2137, -3.7744, 6.2880)
C (-2.4313, -4.2680, 7.3079)
H (-1.3179, -6.0692, 7.4577)
H (-2.0730, -6.6676, 5.1382)
H (-3.6776, -4.6432, 4.2769)
H (-3.7544, -2.8369, 6.3026)
H (-2.1935, -3.8644, 8.2830)
N (-5.4040, -7.9885, 1.7983)
C (-5.4336, -6.6375, 1.5697)
C (-5.8623, -6.4338, 0.2770)
C (-6.1055, -7.7067, -0.2921)
C (-5.8171, -8.6484, 0.6702)
H (-5.1223, -8.4296, 2.6642)
H (-5.1464, -5.9386, 2.3438)
H (-5.9877, -5.4723, -0.2037)
H (-6.4541, -7.9140, -1.2955)
H (-5.8692, -9.7288, 0.6484)
N (-2.2913, -1.2713, 9.9228)
C (-0.9211, -1.2413, 9.9092)
C (-0.5231, 0.0723, 10.0196)
C (-1.6944, 0.8618, 10.1089)
C (-2.7716, 0.0062, 10.0496)
H (-2.8592, -2.1056, 9.8515)
H (-0.3482, -2.1546, 9.8207)
H (0.5004, 0.4239, 10.0354)
H (-1.7465, 1.9385, 10.2067)
H (-3.8359, 0.1967, 10.0853)
N (2.7362, 5.1764, 3.9522)
C (3.2981, 4.2104, 3.1588)
C (4.6275, 4.5238, 2.9835)
C (4.8775, 5.7177, 3.7014)
C (3.6930, 6.0970, 4.2923)
H (1.7673, 5.2050, 4.2422)
H (2.7052, 3.3857, 2.7865)
H (5.3405, 3.9534, 2.4024)
H (5.8201, 6.2437, 3.7795)
H (3.4495, 6.9416, 4.9230)

Strongest force on any atom   0.06967 hartree/bohr
Total charge   0
Multiplicity   2
LUMO   -0.67 eV

Mulliken atomic charge list, values in e, 4 entries:
1. C -0.91
2. C 0.31
3. C -0.26
4. C -0.84

***

Entry from the OMol25 dataset: C45H74Br2ClF3N2O18PS as an isolated structure in a non-equilibrium geometry (ωB97M-V/def2-TZVPD).

Geometry (Å):
C (1.5945, -2.2120, 5.9050)
O (0.6113, -2.0945, 4.8964)
C (-0.6831, -1.8690, 5.4221)
C (-1.7615, -2.1237, 4.3311)
C (-2.6666, -0.8647, 4.2623)
C (-2.2677, 0.1108, 3.1495)
C (-3.3357, 1.2553, 3.0463)
C (-2.6489, 2.6457, 3.0079)
C (-2.6685, 3.1366, 1.5425)
C (-2.0897, 4.5581, 1.4035)
C (-1.8190, 4.8475, -0.0939)
C (-0.4088, 5.4775, -0.3538)
C (0.5549, 4.4186, -0.9017)
O (0.2498, 3.2393, -0.0695)
N (0.3511, 4.0062, -2.2489)
C (-0.8910, 4.2660, -2.9306)
C (1.0617, 2.8040, -2.6220)
C (1.1102, 2.5324, -4.1462)
C (1.5886, 1.0637, -4.4251)
C (0.3500, 0.2982, -4.8150)
F (-0.1618, 0.4352, -6.0304)
C (-0.2457, -0.4563, -3.9086)
F (-1.5016, -0.4155, -3.6209)
F (0.4815, -1.2668, -3.2005)
C (2.5230, 2.6619, -2.1213)
N (2.8940, 3.5073, -0.9262)
C (4.3675, 3.5090, -0.6044)
Br (5.5035, 4.9016, -1.2976)
C (5.0316, 2.1370, -0.9465)
C (6.5430, 2.1991, -0.5487)
Br (4.2551, 0.7217, 0.1627)
C (2.0884, 4.7739, -0.7883)
C (2.3640, 5.9300, -1.7731)
C (2.6182, 5.6270, -3.2398)
O (3.5318, 5.1067, -3.7216)
Cl (1.3446, 6.2275, -4.3774)
P (2.4869, 5.5676, 0.9269)
S (2.1043, 7.4826, 1.0147)
H (2.3237, -2.9625, 5.5799)
H (1.1598, -2.5474, 6.8549)
H (2.1255, -1.2629, 6.0695)
H (-0.7959, -0.8654, 5.8620)
H (-0.8929, -2.5740, 6.2448)
H (-2.3514, -2.9953, 4.6240)
H (-1.2878, -2.3140, 3.3705)
H (-3.6973, -1.1839, 4.0541)
H (-2.7081, -0.3288, 5.2178)
H (-2.2046, -0.3977, 2.1866)
H (-1.2640, 0.5119, 3.3498)
H (-3.9309, 1.0534, 2.1523)
H (-3.9619, 1.1963, 3.9419)
H (-3.1041, 3.3948, 3.6701)
H (-1.5893, 2.5340, 3.2651)
H (-3.6979, 3.1407, 1.1653)
H (-2.1047, 2.4122, 0.9385)
H (-2.8904, 5.2352, 1.7191)
H (-1.2325, 4.7278, 2.0676)
H (-1.9728, 3.9416, -0.6789)
H (-2.5465, 5.5846, -0.4519)
H (-0.1453, 5.8979, 0.6159)
H (-0.5232, 6.2908, -1.0783)
H (0.7233, 3.3439, 0.7715)
H (-1.6135, 3.4493, -2.7309)
H (-1.4077, 5.1878, -2.6702)
H (-0.8074, 4.2966, -4.0181)
H (0.4864, 1.9409, -2.2311)
H (0.1313, 2.6058, -4.6142)
H (1.8461, 3.2078, -4.5932)
H (2.3217, 1.0488, -5.2366)
H (1.9699, 0.5557, -3.5376)
H (3.2260, 2.8196, -2.9399)
H (2.6226, 1.6063, -1.8731)
H (2.5575, 2.9027, -0.1578)
H (4.4731, 3.5193, 0.4816)
H (5.0267, 1.9283, -2.0155)
H (7.1826, 2.4638, -1.3882)
H (6.7143, 2.7860, 0.3549)
H (6.8076, 1.1712, -0.2852)
H (1.5442, 6.6437, -1.7252)
H (3.2226, 6.5270, -1.4430)
H (1.6899, 4.8681, 1.8667)
H (3.8587, 5.4613, 1.2269)
C (0.3641, -6.0536, 0.2030)
C (-1.0009, -5.5415, 0.5876)
C (-1.9284, -5.3208, -0.5750)
O (-2.7972, -4.2847, -0.0733)
C (-2.0659, -3.5669, 0.8167)
O (-2.3780, -2.5020, 1.2569)
O (-0.9220, -4.2133, 1.1401)
H (1.0174, -6.0978, 1.0746)
H (0.2966, -7.0475, -0.2377)
H (0.8430, -5.3831, -0.5139)
H (-1.4507, -6.1958, 1.3395)
H (-2.4869, -6.2018, -0.8361)
H (-1.4170, -4.9390, -1.4627)
C (-0.3631, -2.8438, -5.8078)
C (-0.5068, -4.0675, -6.6782)
C (-1.9235, -4.3422, -7.1147)
O (-1.9108, -5.7583, -7.3047)
C (-0.9744, -6.2620, -6.4488)
O (-0.8617, -7.4100, -6.1765)
O (-0.1971, -5.2619, -5.9467)
H (0.6579, -2.7445, -5.4390)
H (-0.6280, -1.9429, -6.3602)
H (-1.0088, -2.9238, -4.9299)
H (0.1718, -4.0090, -7.5341)
H (-2.1938, -3.8267, -8.0342)
H (-2.6606, -4.1055, -6.3415)
C (4.5907, -5.2506, 6.2743)
C (4.6840, -6.1377, 5.0569)
C (5.7764, -5.7482, 4.0941)
O (5.2664, -6.2348, 2.8493)
C (3.9083, -6.2006, 2.9415)
O (3.1682, -6.3177, 2.0198)
O (3.5179, -6.0088, 4.2292)
H (3.7255, -5.5211, 6.8802)
H (5.4887, -5.3350, 6.8869)
H (4.4585, -4.2067, 5.9838)
H (4.7702, -7.1857, 5.3577)
H (6.7351, -6.2062, 4.3292)
H (5.9071, -4.6655, 4.0127)
C (-2.7269, 9.2787, 5.8360)
C (-2.6235, 8.0963, 4.9040)
C (-3.9523, 7.5843, 4.4096)
O (-3.6639, 6.2052, 4.1512)
C (-2.6715, 5.8444, 5.0110)
O (-2.3477, 4.7219, 5.2306)
O (-2.1102, 6.9399, 5.5856)
H (-1.7462, 9.5398, 6.2341)
H (-3.1387, 10.1461, 5.3197)
H (-3.3620, 9.0433, 6.6915)
H (-1.9485, 8.3260, 4.0737)
H (-4.2941, 8.0880, 3.5076)
H (-4.7383, 7.6349, 5.1671)
C (-4.6741, -7.8011, -5.4872)
C (-3.8646, -7.0488, -4.4598)
C (-2.4937, -6.6397, -4.9351)
O (-1.7580, -6.5820, -3.7071)
C (-2.3338, -7.4798, -2.8648)
O (-1.8420, -7.8585, -1.8484)
O (-3.5356, -7.8874, -3.3397)
H (-5.6106, -8.1529, -5.0540)
H (-4.9000, -7.1668, -6.3447)
H (-4.1355, -8.6845, -5.8341)
H (-4.4311, -6.1916, -4.0843)
H (-2.4892, -5.6753, -5.4400)
H (-2.0236, -7.3845, -5.5824)

Strongest force on any atom   0.11350 hartree/bohr
Total charge   +1
Relative energy (zero: lowest compared OMol25 entry of this formula, charge and spin)   0.0 kcal/mol
LUMO   -2.71 eV

Mulliken atomic charge list, values in e, 4 entries:
1. C -0.50
2. O -0.30
3. C -0.66
4. C -0.34

***

Entry from the OMol25 dataset: a 16-piece molecular cluster, C45H75Cl30F2N3O2S overall in a non-equilibrium geometry (ωB97M-V/def2-TZVPD).

Geometry (Å):
C (2.9149, -0.4297, -0.8886)
C (3.7058, 0.5050, -1.8353)
S (3.7250, -0.1594, -3.5311)
C (2.4232, 0.7956, -4.3471)
C (1.0313, 0.5256, -3.8190)
N (0.4681, 1.5239, -3.1904)
C (-0.7901, 1.2987, -2.7182)
C (-1.4666, 2.3356, -2.0405)
C (-2.7386, 2.1819, -1.5671)
C (-3.3859, 0.9364, -1.7518)
C (-2.7429, -0.0776, -2.4013)
C (-3.4561, -1.3878, -2.6023)
O (-3.4208, -2.3017, -1.8255)
N (-4.1856, -1.4585, -3.8169)
C (-5.0350, -2.5882, -3.8791)
O (-6.1894, -2.5836, -3.6230)
F (-4.4089, -3.6693, -4.3116)
C (-1.4240, 0.0659, -2.9105)
N (-0.8420, -0.9951, -3.5406)
C (0.3659, -0.7464, -3.9792)
C (1.0642, -1.8776, -4.7007)
C (1.3392, -1.5917, -6.1783)
F (2.7134, -1.5151, -6.4151)
H (2.9908, -1.4486, -1.2636)
H (3.2868, -0.3735, 0.1319)
H (1.8585, -0.1589, -0.9455)
H (4.7499, 0.5042, -1.5263)
H (3.3072, 1.5171, -1.8200)
H (2.6171, 1.8527, -4.1677)
H (2.4686, 0.6648, -5.4256)
H (-0.9718, 3.2873, -1.9123)
H (-3.2033, 3.0201, -1.0702)
H (-4.3962, 0.8023, -1.3834)
H (-4.7247, -0.6069, -3.9316)
H (1.9694, -2.1830, -4.1799)
H (0.3948, -2.7378, -4.6599)
H (0.9788, -2.4169, -6.7920)
H (0.8669, -0.6722, -6.5260)
Cl (-2.3668, -5.2260, 3.0141)
C (-3.6846, -4.4049, 2.1306)
C (-3.1784, -3.2817, 1.2640)
Cl (-2.5640, -1.9191, 2.2364)
H (-4.4026, -4.0467, 2.8647)
H (-4.1661, -5.1571, 1.5076)
H (-3.9879, -2.8952, 0.6481)
H (-2.3780, -3.6079, 0.6062)
Cl (-5.7762, 0.6168, 0.5378)
C (-5.4417, 0.2800, 2.2592)
C (-5.8268, 1.4310, 3.1490)
Cl (-4.7671, 2.8459, 2.9129)
H (-4.3863, 0.0385, 2.3507)
H (-6.0199, -0.6033, 2.5275)
H (-5.7288, 1.1300, 4.1910)
H (-6.8525, 1.7465, 2.9735)
Cl (0.0681, -0.2967, 4.7001)
C (0.7329, -1.9516, 4.6999)
C (2.1519, -1.9813, 4.1908)
Cl (2.2502, -1.6017, 2.4484)
H (0.0750, -2.5748, 4.0969)
H (0.7003, -2.3086, 5.7261)
H (2.5721, -2.9738, 4.3226)
H (2.7784, -1.2688, 4.7221)
Cl (4.8635, 1.2028, -8.4208)
C (5.2734, -0.5255, -8.2096)
C (5.9021, -1.1090, -9.4481)
Cl (4.7424, -1.2256, -10.8016)
H (4.3646, -1.0475, -7.9343)
H (5.9748, -0.5854, -7.3788)
H (6.2560, -2.1182, -9.2435)
H (6.7365, -0.5022, -9.7880)
Cl (-0.2245, -3.4028, 8.3175)
C (0.3890, -5.0782, 8.3833)
C (1.8109, -5.1551, 7.8937)
Cl (1.9152, -4.8260, 6.1427)
H (-0.2762, -5.7025, 7.7916)
H (0.3404, -5.4024, 9.4209)
H (2.2128, -6.1535, 8.0595)
H (2.4474, -4.4384, 8.4064)
Cl (-5.7925, -2.4394, -8.9486)
C (-6.3642, -3.8728, -8.0556)
C (-5.2619, -4.5232, -7.2600)
Cl (-4.0451, -5.2959, -8.3095)
H (-6.7972, -4.5639, -8.7742)
H (-7.1491, -3.5347, -7.3808)
H (-5.6781, -5.3061, -6.6284)
H (-4.7536, -3.8043, -6.6284)
Cl (0.5469, 4.0020, -0.0357)
C (0.8328, 3.5008, 1.6530)
C (0.3557, 2.0932, 1.9014)
Cl (-1.4217, 1.9722, 1.8494)
H (0.3379, 4.2141, 2.3074)
H (1.9066, 3.5638, 1.8245)
H (0.6635, 1.7647, 2.8922)
H (0.7618, 1.4000, 1.1678)
Cl (2.4293, 6.8875, 0.4795)
C (1.7218, 8.4020, -0.1392)
C (0.4131, 8.1586, -0.8454)
Cl (0.6244, 7.2695, -2.3775)
H (2.4503, 8.8686, -0.7976)
H (1.5638, 9.0530, 0.7155)
H (-0.0512, 9.1124, -1.0937)
H (-0.2721, 7.5891, -0.2223)
Cl (8.1202, 1.3062, -10.7990)
C (7.2604, 2.7225, -11.4550)
C (5.9530, 2.3338, -12.0973)
Cl (6.1956, 1.4029, -13.5981)
H (7.9225, 3.2192, -12.1595)
H (7.0724, 3.3942, -10.6191)
H (5.3973, 3.2310, -12.3652)
H (5.3438, 1.7329, -11.4251)
Cl (1.5681, 11.4243, 0.9495)
C (2.7794, 12.4735, 1.7327)
C (4.0746, 11.7439, 1.9803)
Cl (3.9019, 10.4800, 3.2228)
H (2.3477, 12.8471, 2.6574)
H (2.9517, 13.3160, 1.0650)
H (4.8262, 12.4457, 2.3380)
H (4.4436, 11.2717, 1.0731)
Cl (-6.4633, -2.2521, 4.2561)
C (-7.9400, -3.0841, 4.8118)
C (-8.7084, -3.6861, 3.6638)
Cl (-9.4243, -2.4371, 2.6150)
H (-8.5419, -2.3633, 5.3589)
H (-7.6259, -3.8680, 5.4990)
H (-9.5279, -4.2903, 4.0492)
H (-8.0721, -4.3159, 3.0470)
Cl (-1.6226, -0.5728, 8.6489)
C (-1.4020, -0.9346, 10.3790)
C (-1.7269, 0.2475, 11.2558)
Cl (-0.5376, 1.5642, 11.0754)
H (-0.3765, -1.2664, 10.5205)
H (-2.0684, -1.7625, 10.6159)
H (-1.7062, -0.0559, 12.3012)
H (-2.7104, 0.6520, 11.0306)
Cl (4.3939, -3.5549, 9.7890)
C (4.6561, -4.0682, 11.4752)
C (4.1628, -5.4708, 11.7195)
Cl (2.3836, -5.5791, 11.6352)
H (4.1582, -3.3515, 12.1230)
H (5.7276, -4.0189, 11.6610)
H (4.4539, -5.7942, 12.7173)
H (4.5735, -6.1683, 10.9942)
Cl (-1.1260, 3.2747, 4.8724)
C (-0.8505, 2.8254, 6.5767)
C (-1.2370, 3.9278, 7.5269)
Cl (-0.1421, 5.3322, 7.4119)
H (0.1962, 2.5526, 6.6862)
H (-1.4580, 1.9438, 6.7723)
H (-1.1795, 3.5626, 8.5502)
H (-2.2487, 4.2780, 7.3371)
Cl (3.4537, -3.6323, -7.9743)
C (3.1428, -4.8949, -9.1900)
C (2.0865, -4.4581, -10.1711)
Cl (0.4827, -4.3277, -9.4011)
H (2.8527, -5.8016, -8.6650)
H (4.0780, -5.0830, -9.7157)
H (2.0006, -5.1905, -10.9721)
H (2.3267, -3.4914, -10.6070)

Strongest force on any atom   0.02232 hartree/bohr
Total charge   0
LUMO   0.14 eV

Mulliken atomic charge list, values in e, 4 entries:
1. C -0.72
2. C -0.63
3. S -0.14
4. C -1.03